<A>
Below is 2 unconnected molecules or ions with the total composition FH3N2, with properties calculated with the ωB97M-V functional and the def2-TZVPD basis.

Each line ends with the natural charge from an NBO analysis.
Atoms and positions in Å:
N  0.563  -1.117  0.204  -0.617
N  -0.577  -0.597  -0.160  0.153
F  -1.300  -1.545  -0.969  -0.296
H  1.146  -0.316  0.454  0.391
H  0.562  -1.890  0.771  0.371
H  -1.371  -1.608  2.178  -0.003

Kohn-Sham gap (spin up / spin down)	0.4150 / 0.3298	Eh
HOMO level (spin up / spin down)	-11.08 / -9.01	eV
spin multiplicity	1
LUMO energy (spin up / spin down)	0.209 / -0.032	eV

---

<B>
Below is FH3N2 in the gas phase, with properties calculated with the ωB97M-V functional and the def2-TZVPD basis.

Each line ends with the natural charge from an NBO analysis.
Atoms and positions in Å:
N  -0.237  0.858  0.293  -0.671
N  0.337  -0.539  -0.569  -0.089
F  0.298  -1.475  0.486  -0.267
H  -0.875  1.170  -0.411  0.340
H  -0.836  0.189  0.906  0.356
H  1.313  -0.203  -0.704  0.331

Kohn-Sham gap	0.4245	Eh
HOMO level	-10.24	eV
SMILES string	NNF
spin multiplicity	1
LUMO energy	1.313	eV

---

Which structure is the most stable? The one labeled <B>.

---

<A>
Below is 2 unconnected molecules or ions with the total composition CH2F2N2O, with properties calculated with the ωB97M-V functional and the def2-TZVPD basis.

Each line ends with the natural charge from an NBO analysis.
Atoms and positions in Å:
C  1.184  -0.986  -0.281  0.881
N  1.964  -1.555  -0.987  -0.758
N  -1.332  1.368  0.816  0.128
O  0.240  -0.559  0.271  -0.572
F  -1.248  1.358  -0.530  -0.217
F  -2.773  1.276  1.118  -0.282
H  -0.878  0.478  1.170  0.359
H  2.843  -1.380  -1.576  0.461

Kohn-Sham gap	0.3992	Eh
HOMO level	-10.42	eV
SMILES string	N=C=O.FNF
spin multiplicity	1
LUMO energy	0.440	eV

---

<B>
Below is CH2F2N2O in the gas phase, with properties calculated with the ωB97M-V functional and the def2-TZVPD basis.

Each line ends with the natural charge from an NBO analysis.
Atoms and positions in Å:
C  1.096  0.279  -0.064  1.013
N  -0.041  -0.440  -0.396  -0.081
N  -1.325  0.137  -0.281  -0.660
O  0.484  -1.084  0.764  -0.471
F  2.236  -0.193  -0.493  -0.271
F  1.269  1.403  0.532  -0.249
H  -1.763  0.311  0.654  0.359
H  -1.956  -0.414  -0.717  0.359

Kohn-Sham gap	0.3850	Eh
HOMO level	-9.54	eV
SMILES string	NN1OC1(F)F
spin multiplicity	1
LUMO energy	0.937	eV

---

Which structure is the most stable? The one labeled <A>.